C7H9N in the gas phase at a distorted geometry, computed with wB97M-V/def2-TZVPD.

As for the maximum force: 2.78 eV/A. Its gap between HOMO and LUMO is 0.200 Ha.

Cartesian coordinates (Å):
C -1.06 -0.22 0.88
C -1.45 0.67 1.91
N -1.11 1.92 1.97
C 0.87 -0.30 -0.63
C -0.24 0.25 -0.23
C -0.77 1.41 -1.07
C 2.47 -2.08 -1.59
C 1.86 -1.29 -0.68
H -1.38 -1.25 0.92
H -2.05 0.17 2.69
H -1.45 2.29 2.86
H -0.51 1.39 -2.13
H -1.86 1.37 -0.98
H -0.57 2.40 -0.64
H 2.21 -2.37 -2.59
H 3.04 -2.84 -1.06
H 2.01 -1.53 0.38

C7H9N in the gas phase at a distorted geometry, computed with wB97M-V/def2-TZVPD.

As for the maximum force: 3.31 eV/A. Its gap between HOMO and LUMO (alpha / beta) is 0.277 / 0.272 Ha.

Cartesian coordinates (Å):
C 1.23 -1.49 0.41
C -1.09 0.43 0.23
C 1.38 0.78 0.07
C -1.73 1.52 0.51
C 1.67 1.93 -0.48
C 0.12 -1.70 -0.52
C -1.20 -1.00 0.05
N 1.70 -0.30 0.64
H 1.55 -2.27 1.09
H -2.80 1.53 0.71
H -1.25 2.48 0.57
H 2.68 2.12 -0.82
H 0.94 2.70 -0.64
H 0.33 -1.24 -1.49
H -0.10 -2.76 -0.66
H -1.42 -1.48 1.00
H -1.98 -1.24 -0.67

C7H9N in the gas phase at a distorted geometry, computed with wB97M-V/def2-TZVPD.

As for the maximum force: 3.90 eV/A. Its gap between HOMO and LUMO is 0.161 Ha.

Cartesian coordinates (Å):
C -1.25 0.44 -0.62
C -2.43 -0.26 -0.47
N -2.58 -1.42 0.12
C 1.15 0.18 -0.74
C 0.02 -0.03 -0.09
C -0.02 -0.75 1.27
C 2.94 1.35 0.56
C 2.43 0.63 -0.50
H -1.13 1.28 -1.29
H -3.34 0.09 -0.97
H -3.54 -1.72 0.20
H 0.98 -0.69 1.67
H -0.79 -0.22 1.82
H -0.40 -1.77 1.14
H 4.01 1.48 0.58
H 2.24 1.79 1.26
H 3.22 0.30 -1.19